Computed, not measured: an isolated ion of composition C3H6NO2S and charge +1 in a non-equilibrium geometry, with ωB97M-V/def2-TZVPD.

Summary:
ΔE to the lowest compared entry with this formula, charge and spin: 100.4 kcal/mol
Structure (SMILES): C1CSC2([NH2+]1)OO2
Charge: +1

Element x y z (Å)
C: -0.226 -0.021 -0.458
C: 0.077 1.269 0.259
S: 1.754 1.620 -0.104
C: 2.086 -0.100 -0.141
N: 0.863 -0.889 0.133
O: 3.079 -0.717 0.725
O: 3.093 -0.813 -0.656
H: -1.185 -0.448 -0.312
H: -0.073 0.084 -1.556
H: -0.587 2.023 -0.060
H: 0.052 1.054 1.366
H: 0.853 -1.016 1.134
H: 0.839 -1.840 -0.331



Computed, not measured: CHIOS2 as an isolated structure in a non-equilibrium geometry, with ωB97M-V/def2-TZVPD.

Summary:
ΔE to the lowest compared entry with this formula, charge and spin: 44.7 kcal/mol
Charge: 0

Element x y z (Å)
C: 0.223 -0.514 0.103
O: -1.283 -0.644 0.089
S: 1.046 -1.840 0.073
S: 0.633 1.179 0.119
I: -2.445 0.862 0.053
H: 1.826 0.957 -0.437



Computed, not measured: C29H35Cl3N4O2P2Pt as an isolated structure in a non-equilibrium geometry, with ωB97M-V/def2-TZVPD.

Summary:
ΔE to the lowest compared entry with this formula, charge and spin: 1.6 kcal/mol
2S+1: 3
Charge: 0

Element x y z (Å)
Pt: -0.203 1.289 -1.062
C: -1.405 1.995 -2.619
C: -1.040 0.637 -2.889
C: 0.037 0.277 -3.886
C: 1.290 1.162 -3.706
C: 1.521 1.528 -2.260
C: 1.121 2.785 -1.692
C: 0.368 3.850 -2.438
C: -0.827 3.258 -3.228
C: 0.665 1.370 0.807
H: -2.448 2.139 -2.312
H: -1.825 -0.125 -2.738
H: -0.312 0.308 -4.927
H: 0.300 -0.783 -3.723
H: 2.170 0.609 -4.072
H: 1.212 2.066 -4.329
H: 2.435 1.111 -1.817
H: 1.798 3.134 -0.899
H: 1.040 4.444 -3.078
H: -0.059 4.559 -1.704
H: -1.612 4.026 -3.195
H: -0.610 3.109 -4.292
H: 0.339 2.345 1.235
H: 1.750 1.352 0.644
H: 0.362 0.586 1.536
P: 1.730 -1.388 0.054
P: -1.557 -0.523 0.354
N: 3.840 -0.322 -0.352
N: 2.518 -2.210 1.254
N: -3.229 0.243 -0.127
N: -2.455 -1.668 1.563
C: 0.429 -2.635 -0.368
C: -0.996 -2.033 -0.655
C: 4.259 0.970 -0.124
C: 5.569 1.162 -0.600
C: 5.988 -0.092 -1.122
C: 4.895 -0.974 -0.951
C: 2.716 -1.611 2.519
C: 3.850 -2.154 3.078
C: 4.384 -3.114 2.144
C: 3.567 -3.124 1.042
C: -3.437 1.578 0.250
C: -4.648 2.040 -0.250
C: -5.219 0.973 -0.995
C: -4.348 -0.119 -0.882
C: -3.763 -2.117 1.627
C: -3.859 -3.083 2.626
C: -2.562 -3.240 3.185
C: -1.715 -2.371 2.513
H: 0.413 -3.398 0.431
H: 0.809 -3.143 -1.280
H: -1.091 -1.743 -1.712
H: -1.739 -2.817 -0.463
H: 3.636 1.709 0.361
H: 6.125 2.090 -0.550
H: 6.941 -0.339 -1.568
H: 4.834 -2.016 -1.232
H: 1.984 -0.907 2.873
H: 4.267 -1.891 4.034
H: 5.284 -3.703 2.272
H: 3.587 -3.706 0.128
H: -2.751 2.048 0.928
H: -5.045 3.031 -0.062
H: -6.152 1.008 -1.542
H: -4.482 -1.128 -1.241
H: -4.517 -1.703 0.984
H: -4.760 -3.598 2.913
H: -2.248 -3.883 4.003
H: -0.656 -2.160 2.638
Cl: -3.433 -0.542 5.333
C: -2.804 0.896 4.497
Cl: -4.121 1.638 3.547
Cl: -2.171 2.066 5.684
C: -1.564 0.431 3.513
O: -0.677 -0.198 4.099
O: -1.691 0.738 2.274



Computed, not measured: C26H31O2OsS6Te as an isolated structure, with ωB97M-V/def2-TZVPD.

Summary:
ΔE to the lowest compared entry with this formula, charge and spin: 32.6 kcal/mol
2S+1: 5
Charge: +3

Element x y z (Å)
Os: -0.202 0.396 -0.489
C: -0.969 -1.086 -4.072
Te: -1.503 -1.359 -2.017
C: -0.176 -3.043 -2.173
C: -0.363 -3.462 -3.611
C: -0.145 -4.772 -4.017
C: -0.330 -5.124 -5.347
C: -0.739 -4.175 -6.268
C: -0.961 -2.865 -5.867
C: -0.763 -2.505 -4.540
H: -0.059 -0.488 -4.107
H: -1.772 -0.567 -4.589
H: -0.484 -3.803 -1.461
H: 0.836 -2.719 -1.948
H: 0.160 -5.524 -3.295
H: -0.171 -6.149 -5.660
H: -0.902 -4.458 -7.301
H: -1.296 -2.125 -6.589
O: -0.550 -1.101 0.841
S: -0.457 -1.085 2.423
C: -0.401 -2.861 2.817
C: -1.617 -3.138 3.699
C: -2.754 -2.289 3.137
C: -2.175 -0.886 2.979
H: 0.562 -3.090 3.268
H: -0.480 -3.349 1.843
H: -1.408 -2.865 4.735
H: -1.844 -4.202 3.684
H: -3.613 -2.267 3.803
H: -3.090 -2.675 2.173
H: -2.109 -0.354 3.932
H: -2.670 -0.244 2.250
C: 0.631 6.588 5.282
C: 0.756 5.398 4.387
C: 1.907 4.604 4.397
C: 2.037 3.503 3.583
C: 3.308 2.688 3.663
C: 0.951 3.178 2.698
C: 1.099 2.063 1.872
O: 0.203 1.615 1.075
C: -0.228 3.988 2.671
C: -1.383 3.700 1.750
C: -0.293 5.067 3.514
H: 1.509 6.726 5.910
H: -0.247 6.485 5.923
H: 0.477 7.492 4.689
H: 2.715 4.863 5.074
H: 3.987 3.125 4.391
H: 3.836 2.657 2.707
H: 3.116 1.660 3.979
H: 2.031 1.516 1.919
H: -1.065 3.654 0.706
H: -2.142 4.471 1.845
H: -1.846 2.737 1.986
H: -1.181 5.692 3.508
C: 1.958 4.764 -0.680
S: 2.968 3.256 -0.640
C: 2.752 2.639 -2.264
C: 1.605 2.101 -2.807
S: 0.014 2.083 -2.047
S: 1.723 1.646 -4.451
C: 3.382 2.021 -4.686
S: 4.189 1.719 -6.091
S: 4.116 2.670 -3.282
H: 2.123 5.232 0.292
H: 0.902 4.535 -0.805
H: 2.317 5.430 -1.461



Computed, not measured: C12H17ClILuNOP as an isolated structure in a non-equilibrium geometry, with ωB97M-V/def2-TZVPD.

Summary:
ΔE to the lowest compared entry with this formula, charge and spin: 0.0 kcal/mol
Charge: +2

Element x y z (Å)
C: -2.172 -0.140 -0.116
I: 0.190 -2.159 -0.762
H: -1.591 0.531 -0.869
H: -2.209 0.349 0.875
H: -3.208 -0.102 -0.471
Lu: 0.666 0.864 -1.167
P: -1.481 -0.740 -3.038
C: -2.366 -2.351 -2.984
C: -2.819 0.249 -3.794
H: 0.295 -0.178 -4.572
H: -0.974 -1.165 -5.338
H: 0.243 -1.933 -4.279
C: -0.365 -1.040 -4.439
H: -2.489 1.292 -3.860
H: -3.017 -0.147 -4.797
H: -2.801 -2.553 -3.972
H: -3.184 -2.334 -2.254
H: -3.724 0.185 -3.175
H: -1.694 -3.175 -2.723
C: -1.763 -1.540 0.097
O: -2.280 -2.391 0.759
Cl: 0.684 2.607 -2.755
N: 1.026 0.908 0.963
C: 1.458 0.915 2.066
C: 2.162 1.061 3.248
C: 3.288 1.922 3.227
C: 4.033 2.087 4.391
C: 3.686 1.430 5.562
C: 2.579 0.584 5.581
C: 1.804 0.385 4.442
H: 3.584 2.452 2.322
H: 4.897 2.750 4.371
H: 4.280 1.577 6.465
H: 2.322 0.080 6.511
H: 0.941 -0.280 4.485



Computed, not measured: C17H41BrCaN3O3 as an isolated structure in a non-equilibrium geometry, with ωB97M-V/def2-TZVPD.

Summary:
Energy: -117381.7417 eV
Charge: +1

Element x y z (Å)
Ca: -26.313 -1.368 -24.010
Br: -23.807 -0.303 -23.666
C: -19.724 -1.010 -25.287
C: -18.992 0.312 -25.014
C: -18.055 0.588 -26.218
C: -18.776 1.124 -27.439
C: -19.562 2.379 -27.084
C: -20.564 2.165 -25.951
N: -19.851 1.489 -24.868
O: -20.730 1.300 -23.754
C: -21.111 3.519 -25.529
C: -21.762 1.405 -26.566
C: -18.148 0.153 -23.762
H: -19.035 -1.831 -25.492
H: -20.377 -0.959 -26.158
H: -20.309 -1.348 -24.425
H: -17.224 1.240 -25.935
H: -17.544 -0.313 -26.575
H: -19.498 0.378 -27.793
H: -18.099 1.292 -28.277
H: -20.085 2.748 -27.972
H: -18.833 3.179 -26.913
H: -21.480 3.457 -24.502
H: -20.308 4.263 -25.458
H: -21.851 3.990 -26.172
H: -21.623 0.344 -26.782
H: -22.644 1.392 -25.915
H: -22.125 1.877 -27.480
H: -17.483 1.010 -23.645
H: -17.556 -0.763 -23.754
H: -18.761 0.112 -22.861
H: -21.300 0.554 -24.016
C: -24.205 -3.916 -22.093
C: -24.819 -4.380 -23.422
C: -25.002 -5.872 -23.508
O: -25.589 -6.146 -24.754
C: -25.971 -7.517 -24.909
N: -26.140 -3.685 -23.661
H: -23.198 -4.337 -22.054
H: -24.739 -4.273 -21.212
H: -24.100 -2.833 -22.140
H: -24.159 -4.052 -24.234
H: -25.655 -6.141 -22.662
H: -24.034 -6.356 -23.351
H: -26.919 -7.549 -25.446
H: -26.195 -8.002 -23.958
H: -25.209 -8.037 -25.482
H: -26.715 -4.020 -22.880
H: -26.433 -4.290 -24.452
C: -22.979 1.732 -19.708
C: -23.525 2.891 -20.533
C: -23.190 4.219 -19.829
O: -24.176 4.423 -18.856
C: -23.917 5.423 -17.917
N: -23.008 2.905 -21.908
H: -23.387 1.735 -18.691
H: -21.900 1.800 -19.558
H: -23.264 0.775 -20.149
H: -24.612 2.863 -20.601
H: -23.233 5.045 -20.554
H: -22.171 4.207 -19.419
H: -23.601 6.379 -18.358
H: -23.076 5.167 -17.256
H: -24.816 5.580 -17.327
H: -22.024 3.169 -21.883
H: -22.957 1.958 -22.272



no.,molecular weight (Da)
1,120.2
2,220.1
3,835.0
4,885.8
5,559.6
6,455.5